ORCA calculation (ωB97M-V/def2-TZVPD) on a structure of composition C29H32N7NiO6.

```
! wB97M-V def2-TZVPD RIJCOSX def2/J DEFGRID3
* xyz -1 1
Ni 0.611 0.235 -0.409
N 0.789 -0.286 1.351
C 0.469 -1.308 2.009
C 0.727 -1.280 3.493
C 1.282 -2.359 4.176
C 1.571 -2.264 5.530
C 1.292 -1.094 6.222
C 0.728 -0.017 5.549
C 0.452 -0.108 4.193
C -0.164 -2.549 1.445
C -1.012 -3.343 2.220
C -1.626 -4.463 1.680
C -1.401 -4.806 0.353
C -0.560 -4.023 -0.425
C 0.059 -2.908 0.119
H 1.496 -3.275 3.639
H 2.018 -3.106 6.046
H 1.510 -1.021 7.281
H 0.500 0.898 6.085
H 0.022 0.724 3.647
H -1.204 -3.072 3.251
H -2.292 -5.060 2.291
H -1.887 -5.675 -0.075
H -0.390 -4.267 -1.466
H 0.711 -2.301 -0.496
C 5.264 2.435 -0.116
N 4.478 1.280 -0.485
C 4.500 0.693 -1.805
C 3.223 -0.148 -1.801
O 2.871 -0.869 -2.703
N 2.566 0.085 -0.614
C 3.305 0.961 0.088
N 2.928 1.414 1.277
H 6.232 2.366 -0.609
H 5.440 2.437 0.961
H 4.776 3.362 -0.434
H 5.382 0.071 -1.968
H 4.430 1.452 -2.588
H 2.023 1.037 1.613
H 3.289 2.291 1.606
C -4.017 -2.028 0.360
C -4.245 -1.486 -1.045
C -3.549 -0.136 -1.292
C -3.827 0.342 -2.728
C -3.110 1.643 -3.074
C -4.135 0.877 -0.332
O -5.321 1.155 -0.316
N -3.257 1.467 0.523
C -1.857 1.302 0.564
O -1.235 1.999 1.345
N -1.305 0.378 -0.261
C -2.036 -0.345 -1.154
O -1.509 -1.167 -1.885
H -4.486 -3.005 0.480
H -4.437 -1.362 1.117
H -2.952 -2.151 0.566
H -5.311 -1.348 -1.236
H -3.847 -2.183 -1.784
H -4.908 0.456 -2.835
H -3.495 -0.454 -3.396
H -3.433 2.459 -2.422
H -3.322 1.939 -4.103
H -2.029 1.528 -2.970
H -3.618 2.165 1.157
O 3.636 4.423 -2.274
C 2.635 3.777 -2.547
C 1.772 4.050 -3.784
C 0.766 2.910 -3.758
C 1.110 2.196 -2.459
O 0.443 1.198 -2.108
N 2.150 2.727 -1.816
H 2.404 4.077 -4.671
H 1.315 5.034 -3.675
H 0.878 2.204 -4.581
H -0.278 3.224 -3.737
*
```

Summary:
Highest occupied orbital energy (spin up / spin down) = -5.5 / -5.2 eV
Lowest unoccupied orbital energy (spin up / spin down) = 0.1022 / 0.1022 hartree
E_tot = -94358.78823 eV
HOMO-LUMO gap (spin up / spin down) = 8.28 / 7.98 eV

ORCA calculation (ωB97M-V/def2-TZVPD) on a structure of composition C29H32NOZr.

```
! wB97M-V def2-TZVPD RIJCOSX def2/J DEFGRID3
* xyz 1 1
C 2.028 0.102 0.694
C 2.108 -0.635 -0.535
C 1.826 0.257 -1.607
H 2.450 -1.662 -0.654
C 1.574 1.557 -1.050
C 1.723 1.465 0.361
H 1.455 2.475 -1.625
C -1.349 -1.788 1.334
C -0.096 -2.230 0.829
C -0.215 -2.364 -0.596
H 0.752 -2.553 1.430
C -1.537 -1.945 -0.958
C -2.235 -1.580 0.242
H 1.934 0.044 -2.671
H 1.684 2.308 1.048
H 2.282 -0.277 1.684
H -3.285 -1.287 0.276
H 0.485 -2.851 -1.272
H -1.622 -1.695 2.383
Zr -0.249 0.039 -0.186
C -1.951 -1.471 -2.339
C -3.471 -1.537 -2.492
C -1.278 -2.305 -3.429
H -3.809 -2.530 -2.162
H -3.753 -1.408 -3.544
H -3.973 -0.763 -1.901
H -1.507 -3.365 -3.239
H -0.186 -2.197 -3.464
H -1.676 -2.047 -4.419
C -1.424 0.004 -2.314
C -2.096 1.118 -3.109
H -0.342 0.000 -2.565
H -1.745 0.437 -1.290
O -3.077 1.630 -2.570
N -1.432 1.586 -4.239
C -0.260 2.461 -3.970
H -2.080 2.062 -4.866
C 1.014 1.905 -4.545
C 2.205 2.602 -4.310
H 2.153 3.564 -3.792
C 3.428 2.050 -4.688
H 4.353 2.581 -4.449
C 3.453 0.819 -5.358
H 4.410 0.383 -5.646
C 2.258 0.153 -5.662
H 2.266 -0.791 -6.212
C 1.031 0.696 -5.249
H 0.081 0.192 -5.453
H -0.119 2.580 -2.877
H -0.455 3.465 -4.387
C -1.210 1.484 1.352
C -1.034 1.107 2.775
C 0.227 1.167 3.407
C 0.405 0.665 4.694
C -0.691 0.199 5.429
C -1.965 0.220 4.846
C -2.138 0.675 3.544
H -2.273 1.516 1.063
H -0.723 2.448 1.128
H 1.076 1.603 2.877
H 1.402 0.667 5.135
H -0.557 -0.143 6.455
H -2.831 -0.103 5.425
H -3.133 0.701 3.094
*
```

Summary:
ΔE to the lowest compared entry with this formula, charge and spin = 1.6 kcal per mole
Highest occupied orbital energy = -10.6 eV
Lowest unoccupied orbital energy = -0.1388 hartree
E_tot = -35403.91138 eV
HOMO-LUMO gap = 6.82 eV